143
Properties=species:S:1:pos:R:3:forces:R:3 method="wB97M-V/def2-TZVPD" total_charge=0 lumo_ev=-0.25 max_force_ev_per_a=1.68 smiles="C[C@H]1COC(=O)O1.C[C@H]1COC(=O)O1.C[C@H]1COC(=O)O1.C[C@H]1COC(=O)O1.C[C@H]1COC(=O)O1.C[C@H]1COC(=O)O1.C[C@H]1COC(=O)O1.C[C@H]1COC(=O)O1.C[C@H]1COC(=O)O1.C[C@H]1COC(=O)O1.C[C@H]1COC(=O)O1" e_above_lowest_kcal_mol=11.99 energy_ev=-114270.0863
C -4.0797 -4.5984 1.2577 0.510 0.233 -0.041
C -2.8494 -4.6576 2.1469 -1.129 0.257 -0.479
C -2.3316 -3.2681 2.5746 0.766 -1.049 -0.152
O -2.2389 -3.3876 3.9975 0.167 0.319 0.127
C -2.6816 -4.5887 4.4191 -0.371 0.297 -0.486
O -2.6392 -4.9661 5.5431 -0.010 -0.111 0.257
O -3.2368 -5.2637 3.3884 0.497 -0.265 0.246
H -4.8668 -4.0692 1.7973 -0.169 -0.051 -0.152
H -4.3949 -5.5953 0.9577 -0.138 -0.034 0.137
H -3.7953 -4.0569 0.3518 -0.118 0.010 0.006
H -2.1113 -5.2770 1.6422 0.325 0.120 0.291
H -2.9479 -2.4211 2.2783 -0.182 -0.038 0.202
H -1.3212 -3.1617 2.1811 -0.044 0.336 0.031
C -0.0091 1.3702 0.0666 0.146 0.302 -1.512
C 0.2065 0.1789 -0.8457 -0.056 -0.600 0.768
C 1.3501 -0.7569 -0.4632 0.607 1.369 -0.198
O 0.8481 -2.0474 -0.7474 -0.181 -0.062 0.123
C -0.5134 -1.9841 -0.7312 0.504 0.145 0.516
O -1.2308 -2.9241 -0.6885 -0.301 -0.334 -0.218
O -0.9239 -0.7039 -0.6682 -0.153 0.164 -0.577
H 0.9509 1.8656 0.2386 0.014 -0.213 0.528
H -0.5702 1.0448 0.9360 0.166 0.254 0.255
H -0.5700 2.0933 -0.5328 -0.367 0.063 0.458
H 0.2841 0.4526 -1.8962 -0.153 0.007 -0.021
H 1.6589 -0.6023 0.5777 -0.362 -0.532 0.122
H 2.2331 -0.5025 -1.0520 -0.052 -0.526 -0.199
C -3.1255 2.7104 -2.2406 0.109 0.098 0.451
C -3.0307 3.7723 -3.2919 0.556 0.374 -0.175
C -2.8726 5.2208 -2.7875 -1.205 -0.490 -0.166
O -1.8269 5.7540 -3.5834 0.180 0.202 0.150
C -1.1866 4.7635 -4.2333 -0.020 -0.224 0.190
O -0.2121 4.9081 -4.8983 0.197 0.059 -0.107
O -1.7826 3.5772 -4.0101 -0.129 0.112 -0.014
H -4.1361 2.5933 -1.8524 -0.077 -0.161 -0.224
H -2.5186 2.9837 -1.3754 0.118 -0.065 -0.045
H -2.7394 1.7803 -2.6550 -0.275 -0.173 0.107
H -3.8261 3.7172 -4.0366 -0.028 -0.125 0.032
H -2.6894 5.2743 -1.7142 0.534 0.043 -0.069
H -3.7952 5.7645 -2.9908 0.144 0.234 -0.015
C -0.6942 1.4733 5.6049 0.443 -0.069 0.178
C -0.4908 0.9490 4.2083 -0.057 0.068 0.221
C 0.7053 1.5288 3.4609 0.740 -0.756 -0.098
O 1.3431 0.3447 2.9100 -0.026 0.474 -0.046
C 0.9108 -0.7457 3.5799 -0.374 0.002 0.002
O 1.4000 -1.8244 3.4679 0.124 -0.155 -0.076
O -0.1402 -0.4504 4.3514 0.120 0.185 -0.255
H -0.8701 2.5478 5.6336 -0.232 -0.016 -0.093
H 0.2206 1.2743 6.1704 -0.040 0.061 0.042
H -1.4937 0.9158 6.0862 -0.172 0.198 0.016
H -1.3942 1.0143 3.6061 -0.025 -0.142 -0.005
H 1.4611 1.9867 4.1040 -0.253 0.158 0.173
H 0.4743 2.1913 2.6358 -0.230 0.055 0.055
C -4.3398 -1.4167 -0.7974 0.406 0.480 0.389
C -5.8053 -1.1626 -0.9913 -0.087 -0.585 -0.007
C -6.6841 -2.3973 -0.6813 0.055 0.628 -0.123
O -7.6379 -1.9224 0.2788 0.005 -0.035 -0.071
C -7.3090 -0.6907 0.6861 0.342 0.097 -0.126
O -7.8483 -0.0898 1.5598 -0.161 0.113 0.031
O -6.2598 -0.2026 -0.0231 -0.191 0.042 0.036
H -4.1963 -1.8337 0.2005 0.164 -0.098 -0.088
H -3.7757 -0.4810 -0.8244 -0.066 0.000 -0.049
H -3.8961 -2.0739 -1.5431 -0.183 -0.177 0.004
H -6.0131 -0.7929 -1.9961 -0.111 0.239 0.080
H -6.1099 -3.1929 -0.2133 -0.042 -0.161 -0.190
H -7.2159 -2.7048 -1.5772 -0.040 -0.373 0.141
C 3.8564 -4.6224 0.1743 0.468 0.180 -0.105
C 2.7122 -5.2005 0.9546 -0.619 -0.025 -0.863
C 1.8426 -4.1763 1.6889 1.265 -0.657 0.777
O 0.5378 -4.6960 1.5352 -0.454 0.240 -0.369
C 0.4979 -5.4791 0.4167 0.680 0.183 0.678
O -0.4950 -5.9029 -0.0628 -0.512 -0.262 -0.262
O 1.7493 -5.7378 0.0015 -0.013 -0.011 -0.041
H 4.1465 -5.2324 -0.6819 -0.185 -0.291 0.144
H 4.7427 -4.5471 0.8091 -0.062 0.245 0.027
H 3.5844 -3.6497 -0.2339 0.109 0.093 0.116
H 3.0188 -6.0367 1.5838 -0.020 0.061 0.124
H 1.9770 -3.1735 1.2863 -0.420 -0.041 -0.216
H 2.1089 -4.1526 2.7454 -0.279 0.119 -0.011
C -6.1919 3.5898 3.2157 -0.044 0.063 -0.521
C -5.8628 2.5267 2.1938 0.566 -0.479 0.666
C -5.0833 3.0126 0.9679 -0.119 0.133 0.286
O -3.9965 2.0942 0.8515 -0.043 -0.143 -0.299
C -3.8915 1.3612 1.9766 -0.566 -0.155 -0.148
O -3.0117 0.5818 2.1841 0.347 -0.060 -0.026
O -4.9197 1.5818 2.7969 0.041 0.364 -0.071
H -6.5788 3.1471 4.1289 -0.063 -0.023 0.012
H -6.9497 4.2448 2.7777 -0.009 0.056 0.185
H -5.3035 4.1815 3.4371 -0.005 0.001 0.074
H -6.7217 1.9082 1.9394 -0.097 0.202 -0.151
H -4.6265 3.9963 1.0900 -0.237 0.104 0.111
H -5.7328 3.0006 0.0945 0.291 -0.163 -0.231
C 7.0032 -1.0895 -4.6963 -0.512 0.494 -0.597
C 5.5733 -0.8610 -4.2515 0.460 -0.268 0.522
C 4.6914 -2.1145 -4.3551 -0.646 0.677 -0.862
O 4.1437 -2.2829 -3.0545 -0.027 -0.131 0.010
C 4.7298 -1.4367 -2.1927 0.557 -0.215 -0.238
O 4.5880 -1.4652 -1.0125 -0.250 0.186 0.290
O 5.5582 -0.5869 -2.8310 -0.088 0.012 -0.079
H 7.4017 -1.9280 -4.1328 0.339 0.058 -0.066
H 7.5939 -0.1776 -4.6173 0.109 -0.125 0.478
H 7.0087 -1.2933 -5.7718 -0.053 -0.373 0.108
H 5.1186 0.0087 -4.7227 0.031 -0.068 -0.202
H 5.1885 -3.0171 -4.7066 0.289 -0.015 0.385
H 3.8905 -1.9141 -5.0729 -0.164 -0.213 0.224
C 1.3690 6.8357 -0.2960 0.105 -0.089 0.171
C 1.0485 5.3995 0.0696 0.615 0.385 0.028
C 1.4025 5.0021 1.5255 -0.631 0.105 -0.873
O 0.1387 4.6227 2.0868 -0.226 -0.012 0.476
C -0.8518 4.7446 1.1943 0.535 0.102 -1.593
O -2.0003 4.4827 1.3156 -0.324 -0.105 0.775
O -0.3593 5.1807 -0.0069 0.127 -0.224 0.321
H 1.0483 7.0524 -1.3133 -0.187 0.031 0.045
H 2.4488 7.0003 -0.2716 -0.019 -0.052 0.124
H 0.8935 7.5143 0.4139 -0.024 0.095 -0.123
H 1.5927 4.7538 -0.6255 -0.454 -0.221 -0.055
H 1.7960 5.8531 2.0738 0.167 -0.179 0.217
H 2.0455 4.1271 1.5199 0.213 0.096 0.373
C 4.5758 -1.2975 2.2247 -0.605 0.327 0.322
C 5.9656 -1.8538 2.2065 0.310 0.058 0.051
C 7.0659 -0.8011 2.4389 -0.414 0.521 -0.788
O 7.6533 -1.1378 3.6775 0.176 -0.154 0.084
C 7.1446 -2.3134 4.1301 -0.141 0.002 -0.208
O 7.5056 -2.8721 5.1115 0.061 0.063 0.088
O 6.1711 -2.7560 3.3084 0.043 -0.086 -0.090
H 4.3237 -0.8958 3.2108 0.213 0.114 -0.032
H 3.7911 -2.0234 2.0213 0.195 -0.199 -0.162
H 4.4929 -0.4989 1.4862 -0.007 -0.040 -0.035
H 6.1549 -2.3941 1.2790 -0.047 -0.120 0.064
H 6.6710 0.2184 2.4653 -0.154 -0.127 0.368
H 7.7852 -0.7816 1.6161 0.302 -0.347 0.302
C 2.4182 1.7219 -4.4926 0.594 -0.572 -0.401
C 1.2774 0.8300 -4.9565 0.812 0.703 0.638
C 1.5073 0.0929 -6.2793 -0.141 0.090 0.144
O 1.3953 -1.2875 -5.9397 -0.223 -0.031 -0.014
C 1.0594 -1.4325 -4.6309 0.436 0.453 -0.158
O 0.8224 -2.4576 -4.1022 -0.142 -0.398 0.161
O 1.1158 -0.2303 -4.0022 -0.549 0.049 -0.258
H 3.2706 1.1097 -4.1764 -0.065 -0.009 -0.112
H 2.1640 2.3562 -3.6487 -0.248 0.124 -0.099
H 2.7388 2.3160 -5.3505 -0.009 0.295 0.214
H 0.4149 1.4902 -4.9847 -0.569 -0.453 -0.014
H 2.4916 0.2682 -6.7131 0.019 0.034 0.048
H 0.7347 0.3627 -6.9967 0.065 -0.160 -0.148



42
Properties=species:S:1:pos:R:3:forces:R:3 method="wB97M-V/def2-TZVPD" total_charge=-1 lumo_ev="2.67 / 2.63" max_force_ev_per_a=3.29 spin_multiplicity=2 s_squared=0.750 e_above_lowest_kcal_mol=22.57 energy_ev=-26086.5684
C 2.1210 2.4017 -1.3110 -1.358 -0.067 -1.189
O 1.1088 2.7034 -2.3234 0.157 -0.006 0.236
H 2.6552 3.3297 -1.1074 0.315 -0.423 0.332
H 1.5367 2.0333 -0.4677 0.278 0.374 0.158
H 2.7050 1.5562 -1.6744 0.528 0.365 0.183
H 1.5100 3.0564 -3.1209 0.308 0.020 0.128
C 3.1351 -1.3944 -0.8080 -1.357 0.941 2.775
O 2.9134 -2.5438 -1.5050 0.936 -2.345 -2.107
H 4.0833 -1.2251 -0.2979 0.513 0.044 -0.895
H 2.6892 -0.5368 -1.3118 0.534 0.248 -0.024
H 2.5185 -1.6076 0.0651 -0.353 0.990 0.441
H 3.7336 -2.9337 -1.8160 -0.026 0.056 -0.154
C -2.8896 -1.6563 -0.5428 -0.815 0.985 -0.123
O -4.1615 -1.1950 -0.0706 -0.458 -0.761 -1.033
H -2.4475 -0.8228 -1.0886 0.700 0.011 0.379
H -2.3256 -2.0046 0.3224 0.485 -0.078 -0.414
H -2.9846 -2.4111 -1.3234 -0.396 -0.370 0.429
H -4.0069 -0.6934 0.7332 0.303 -0.033 0.286
O -0.5721 -1.6571 3.2122 -0.220 0.292 -0.305
H 0.1599 -2.2735 3.2344 0.520 -0.157 -0.066
H -1.2537 -2.0749 3.7387 -0.145 -0.135 0.369
O -0.0864 -0.1764 0.0782 -0.290 -0.157 -1.000
H 0.6158 0.3211 0.4973 0.598 0.088 0.585
H -0.5942 -0.5347 0.8062 -0.176 -0.118 0.319
O -1.7217 2.4840 0.0559 -0.008 0.453 0.581
H -1.2835 2.3158 -0.7784 0.112 -0.198 -0.628
H -2.6554 2.4305 -0.1484 -0.184 -0.088 -0.032
O -3.1778 -0.6909 2.3390 -0.469 0.091 0.321
H -3.0262 -1.5972 2.6071 -0.034 -0.206 -0.090
H -2.3357 -0.2565 2.4745 0.608 0.627 0.178
O -1.2615 1.3194 -2.5959 -0.768 0.182 -0.133
H -1.0230 0.6277 -1.9787 0.194 -0.495 0.218
H -0.4241 1.6504 -2.9208 0.425 0.128 0.125
O 0.3092 -1.8127 -2.2638 -0.423 -0.051 -0.706
H 1.2392 -1.9767 -2.4197 0.268 -0.313 0.054
H 0.2891 -1.2840 -1.4661 -0.127 0.273 0.694
O -0.8658 1.6442 2.6411 -0.519 -0.217 0.559
H -0.0011 1.2346 2.6688 0.581 -0.203 0.136
H -0.9197 2.0322 1.7677 -0.296 0.213 -0.591
O 1.8518 0.7194 1.9438 -1.195 0.212 -0.518
H 2.4450 1.4599 1.8174 0.649 0.682 0.043
H 2.3978 0.0390 2.3377 0.606 -0.855 0.481



54
Properties=species:S:1:pos:R:3:forces:R:3 method="wB97M-V/def2-TZVPD" total_charge=0 lumo_ev=0.76 max_force_ev_per_a=0.87 smiles=COc1ccc(-c2[nH]ncc2CN2CCC(OCc3cccnc3)CC2)c(F)c1 e_above_lowest_kcal_mol=43.48 energy_ev=-35991.7655
C -7.5624 -1.2482 -0.4539 -0.212 0.093 -0.025
O -6.2836 -1.8189 -0.3034 0.296 -0.069 0.040
C -5.2163 -0.9936 -0.1709 0.317 0.079 0.040
C -3.9687 -1.6073 -0.0258 -0.271 -0.071 -0.059
C -2.8229 -0.8593 0.1099 -0.310 0.139 -0.035
C -2.8601 0.5405 0.1057 -0.529 0.127 -0.030
C -1.6400 1.3173 0.2213 0.569 0.132 -0.079
N -1.6027 2.5870 0.6990 -0.126 -0.330 -0.043
N -0.3809 3.1008 0.7057 0.412 0.733 0.211
C 0.4042 2.1594 0.2196 -0.407 -0.065 0.057
C -0.3217 1.0030 -0.1069 -0.332 0.102 -0.050
C 0.2440 -0.2333 -0.7190 -0.127 -0.068 0.062
N 0.2726 -1.3572 0.2178 0.028 -0.001 -0.027
C 0.9554 -1.0785 1.4670 0.137 0.095 0.174
C 2.4764 -0.9738 1.3131 -0.105 -0.268 -0.034
C 3.0220 -2.2736 0.7084 -0.302 0.151 0.005
O 4.4427 -2.3112 0.6382 0.122 0.013 0.070
C 5.0932 -1.6663 -0.4389 0.126 -0.111 -0.094
C 4.9103 -0.1711 -0.4779 0.020 0.093 -0.005
C 5.3201 0.6255 0.5878 -0.057 0.029 -0.220
C 5.0840 1.9882 0.5416 0.029 -0.150 0.032
C 4.4446 2.5082 -0.5754 0.053 0.126 0.193
N 4.0709 1.7665 -1.6031 -0.255 0.334 -0.412
C 4.3034 0.4670 -1.5546 0.179 -0.398 0.191
C 2.3020 -2.5629 -0.6107 0.073 -0.058 0.288
C 0.7847 -2.5781 -0.3725 0.077 -0.056 -0.114
C -4.1175 1.1235 -0.0253 0.209 -0.315 -0.009
F -4.2416 2.4762 -0.0296 0.065 -0.147 0.024
C -5.2830 0.3949 -0.1645 -0.234 -0.020 -0.023
H -8.2500 -2.0869 -0.5474 0.012 0.096 0.003
H -7.8394 -0.6491 0.4192 0.018 -0.011 -0.035
H -7.6218 -0.6296 -1.3549 0.009 -0.013 0.039
H -3.9290 -2.6845 -0.0194 0.012 -0.146 0.006
H -1.8684 -1.3453 0.2437 0.109 -0.054 0.022
H -2.3807 3.1442 1.0145 0.114 -0.101 -0.083
H 1.4567 2.3313 0.1061 0.254 0.059 -0.035
H 1.2405 0.0197 -1.1122 -0.081 -0.027 -0.074
H -0.3844 -0.5441 -1.5615 0.120 -0.007 -0.040
H 0.7116 -1.8924 2.1579 -0.006 0.035 0.062
H 0.5575 -0.1494 1.8795 0.008 -0.115 0.078
H 2.9416 -0.7974 2.2836 0.053 0.049 0.025
H 2.7080 -0.1273 0.6679 0.018 0.034 0.036
H 2.8015 -3.0905 1.4106 -0.092 0.106 -0.102
H 4.7932 -2.1046 -1.4005 0.066 0.068 0.080
H 6.1513 -1.8981 -0.2746 -0.130 0.014 -0.141
H 5.7984 0.1685 1.4420 0.042 -0.032 0.106
H 5.3828 2.6327 1.3536 0.015 0.078 0.060
H 4.2192 3.5634 -0.6552 0.034 0.113 0.084
H 3.9847 -0.0932 -2.4265 -0.010 -0.174 -0.015
H 2.6225 -3.5267 -1.0105 0.039 -0.004 -0.075
H 2.5369 -1.7892 -1.3427 0.054 0.003 -0.081
H 0.5362 -3.3972 0.3108 0.002 -0.061 -0.078
H 0.2632 -2.7527 -1.3172 -0.014 -0.069 0.041
H -6.2107 0.9338 -0.2668 -0.094 0.042 -0.011